Model 1:
This record from the Open Molecules 2025 dataset describes an isolated molecule of C4H12N2O. The level of theory is ωB97M-V/def2-TZVPD.

Each line ends with the natural charge from an NBO analysis.
Positions of all 19 atoms, in Å:
N1 -0.3603 -1.4515 1.3630  -0.8676
C1 0.7904 -0.5642 1.2871  -0.2590
C2 1.4923 -0.7128 -0.0740  -0.2176
N2 0.4751 -0.2626 -1.1053  -0.6741
C3 -0.0970 1.1643 -1.0473  -0.2480
C4 -1.7034 1.1148 -0.8318  -0.0746
O1 -1.8633 0.7347 0.5715  -0.7654
H1 -0.7430 -1.3051 2.2732  0.3802
H2 -0.1983 -2.4219 1.0156  0.3899
H3 1.5505 -0.7039 2.0835  0.1789
H4 0.4720 0.5333 1.2903  0.2052
H5 2.4832 -0.0009 -0.1316  0.1725
H6 1.8638 -1.8526 -0.2882  0.2003
H7 0.9353 -0.4280 -1.9938  0.3650
H8 0.4684 1.7977 -0.4063  0.1900
H9 0.0521 1.7461 -2.1488  0.1800
H10 -2.1584 0.5271 -1.6983  0.1727
H11 -2.1720 2.1359 -0.8584  0.1801
H12 -1.2872 -0.0502 0.6996  0.4916

Output
- HOMO-LUMO gap (eV) = 9.74
- HOMO level (hartree) = -0.321
- molecular weight (g/mol) = 104.15
- structure (SMILES) = NCCNCCO
- lowest unoccupied orbital energy (Eh) = 0.03670

***

Model 2:
This record from the Open Molecules 2025 dataset describes an isolated molecule of C4H12N2O. The level of theory is ωB97M-V/def2-TZVPD.

Each line ends with the natural charge from an NBO analysis.
Positions of all 19 atoms, in Å:
C1 -0.2148 -2.6317 0.1429  -0.6458
C2 0.1390 -1.2352 0.6535  0.0842
O1 1.3694 -1.2235 1.3872  -0.7405
C3 0.2406 -0.0865 -0.3912  -0.2406
N1 0.2651 1.1388 0.3387  -0.7018
C4 -0.5636 2.2976 0.0919  -0.0428
N2 -0.7322 2.6833 -1.2937  -0.8346
H1 -1.0586 -3.0657 0.7161  0.2237
H2 0.6874 -3.2223 0.2674  0.2112
H3 -0.5378 -2.6826 -0.8811  0.2109
H4 -0.4722 -0.8896 1.4936  0.1896
H5 2.0849 -1.7062 0.9510  0.4609
H6 1.2336 -0.1553 -0.8977  0.1776
H7 -0.5047 -0.2389 -1.2441  0.2015
H8 0.9234 1.1494 1.0922  0.3962
H9 -1.4973 2.1046 0.6845  0.1621
H10 -0.0770 3.2444 0.4790  0.1865
H11 -1.4199 2.1824 -1.8481  0.3505
H12 0.1349 2.3371 -1.7419  0.3510

Output
- HOMO-LUMO gap (eV) = 8.90
- HOMO level (hartree) = -0.292
- molecular weight (g/mol) = 104.15
- structure (SMILES) = C[C@@H](O)CNCN
- lowest unoccupied orbital energy (Eh) = 0.03454

***

Name the most stable of them. model 2.

***

Model 1:
This record from the Open Molecules 2025 dataset describes an isolated molecule of C2H3N3OS. The level of theory is ωB97M-V/def2-TZVPD.

Each line ends with the natural charge from an NBO analysis.
Positions of all 10 atoms, in Å:
C1 -0.0782 0.1146 1.4952  0.1960
C2 1.3729 -0.5650 -0.1301  0.1350
N1 1.1759 -0.3514 1.1225  -0.5427
N2 -0.9544 0.2276 0.5011  -0.3255
N3 -0.5598 -0.1434 -0.6620  -0.0936
O1 -0.7439 0.7694 -1.6738  -0.5681
S1 2.1684 -1.1909 -1.2694  0.0605
H1 -0.2007 0.0684 2.5872  0.2304
H2 -1.8429 0.8017 0.4303  0.4161
H3 -0.3373 0.2691 -2.4012  0.4919

Output
- HOMO-LUMO gap (spin up / spin down) (eV) = 7.58 / 7.58
- HOMO level (spin up / spin down) (hartree) = -0.282 / -0.282
- molecular weight (g/mol) = 117.13
- lowest unoccupied orbital energy (spin up / spin down) (Eh) = -0.00343 / -0.00343

***

Model 2:
This record from the Open Molecules 2025 dataset describes an isolated molecule of C2H3N3OS. The level of theory is ωB97M-V/def2-TZVPD.

Each line ends with the natural charge from an NBO analysis.
Positions of all 10 atoms, in Å:
O1 2.3507 1.3241 0.5814  -0.5730
C1 1.4003 0.5677 0.4431  0.7037
N1 1.1684 -0.6363 1.1069  -0.4853
C2 0.0518 -1.0238 0.6044  0.2814
N2 -0.6030 -0.1239 -0.2464  -0.4172
S1 -1.5739 -0.5916 -1.5435  0.2282
N3 0.3609 0.8434 -0.4966  -0.4730
H1 -0.4521 -1.9870 0.8479  0.2142
H2 -2.6754 -0.1468 -0.8847  0.1206
H3 -0.0277 1.7743 -0.4126  0.4002

Output
- HOMO-LUMO gap (eV) = 9.79
- HOMO level (hartree) = -0.350
- molecular weight (g/mol) = 117.13
- structure (SMILES) = O=c1ncn(S)[nH]1
- lowest unoccupied orbital energy (Eh) = 0.00953

***

Name the most stable of them. model 2.

***

Model 1:
This record from the Open Molecules 2025 dataset describes a cluster of 3 separate species, C5H15NO2 in total. The level of theory is ωB97M-V/def2-TZVPD.

Each line ends with the natural charge from an NBO analysis.
Positions of all 23 atoms, in Å:
C1 1.7853 2.0644 1.0740  -0.6228
C2 1.3672 0.6877 0.5560  -0.3052
C3 0.0975 0.4774 0.1590  -0.0083
N1 -0.5786 -0.6190 -0.2895  -0.6460
C4 -1.9188 -0.4553 -0.8040  -0.2052
C5 -2.0952 0.6008 -1.8933  -0.6272
H1 2.6788 2.2651 0.4771  0.2089
H2 1.0326 2.8201 0.8501  0.2002
H3 1.9415 2.1105 2.1522  0.1991
H4 2.1715 -0.0350 0.5583  0.1902
H5 -0.4973 1.3793 0.2939  0.1775
H6 -0.0477 -1.4133 -0.6122  0.4204
H7 -2.5956 -0.2241 0.0342  0.1794
H8 -2.1507 -1.4115 -1.2806  0.2013
H9 -1.4486 0.3608 -2.7377  0.2074
H10 -1.8943 1.6396 -1.6349  0.2073
H11 -3.1240 0.6014 -2.2683  0.2110
O1 -0.0219 -1.0967 2.9859  -0.9550
H12 -0.5544 -0.9595 2.1868  0.4836
H13 0.4545 -0.3203 3.1951  0.4706
O2 1.5068 -2.5675 -1.1580  -0.9385
H14 1.4189 -3.4461 -0.7934  0.4728
H15 2.4723 -2.4586 -1.0508  0.4788

Output
- HOMO-LUMO gap (eV) = 8.10
- HOMO level (hartree) = -0.276
- molecular weight (g/mol) = 121.18
- structure (SMILES) = C/C=C/NCC.O.O
- lowest unoccupied orbital energy (Eh) = 0.02192

***

Model 2:
This record from the Open Molecules 2025 dataset describes a cluster of 3 separate species, C5H15NO2 in total. The level of theory is ωB97M-V/def2-TZVPD.

Each line ends with the natural charge from an NBO analysis.
Positions of all 23 atoms, in Å:
C1 -0.9539 1.6323 -2.7708  -0.6186
C2 -0.0144 0.4236 -2.8158  -0.4130
C3 0.4930 -0.0409 -1.3961  -0.0443
C4 1.2629 -1.2333 -1.3019  -0.6446
C5 0.2869 0.7135 -0.3120  -0.0317
N1 0.3665 0.0701 0.9247  -0.8781
H1 -0.7629 2.3026 -3.6262  0.2110
H2 -2.0033 1.2295 -2.7530  0.2053
H3 -0.8076 2.2083 -1.8026  0.2054
H4 -0.5306 -0.5143 -3.3361  0.2127
H5 0.9623 0.8555 -3.3274  0.2009
H6 2.0006 -1.0454 -0.6442  0.2017
H7 1.7239 -1.6007 -2.1619  0.2195
H8 0.6989 -2.1103 -0.8995  0.2116
H9 -0.3220 1.5984 -0.2058  0.1855
H10 -0.3618 0.0246 1.6079  0.4116
H11 1.0940 -0.5787 0.9760  0.3531
O1 0.0735 -2.1142 2.7688  -0.9324
H12 0.9172 -2.5954 2.3972  0.4672
H13 0.3570 -1.2723 2.9893  0.4683
O2 -1.1782 0.8406 3.3355  -0.9817
H14 -2.1388 0.5347 3.3154  0.4973
H15 -1.0011 1.6905 3.7425  0.4933

Output
- HOMO-LUMO gap (eV) = 7.79
- HOMO level (hartree) = -0.264
- molecular weight (g/mol) = 121.18
- structure (SMILES) = CC/C(C)=C/N.O.O
- lowest unoccupied orbital energy (Eh) = 0.02197

***

Model 3:
This record from the Open Molecules 2025 dataset describes a cluster of 2 separate species, C5H15NO2 in total. The level of theory is ωB97M-V/def2-TZVPD.

Each line ends with the natural charge from an NBO analysis.
Positions of all 23 atoms, in Å:
C1 -1.4254 2.3020 -0.8445  -0.6225
C2 -0.3598 1.5628 0.1874  -0.2147
N1 -0.2649 0.1564 -0.2715  -0.6738
C3 0.5979 -0.5263 0.7081  -0.0577
C4 1.7162 0.2387 1.5403  -0.6390
C5 1.4159 -1.8563 0.1239  -0.0474
O1 1.1350 -2.1425 -1.1813  -0.7389
H1 -2.3894 1.8954 -0.5292  0.2013
H2 -1.4407 3.3531 -0.7630  0.2060
H3 -1.3585 2.1904 -1.9432  0.2079
H4 0.6143 2.1849 0.1669  0.1756
H5 -0.7294 1.7634 1.2095  0.2017
H6 0.1517 0.0248 -1.1941  0.3791
H7 -0.1695 -0.9000 1.4954  0.1742
H8 1.2257 0.8866 2.1631  0.2034
H9 2.1468 -0.5320 2.2311  0.2142
H10 2.6219 0.5883 1.0456  0.2153
H11 1.0759 -2.8056 0.8140  0.1404
H12 2.5135 -1.9118 0.1132  0.1901
H13 0.2679 -2.2172 -1.4881  0.4875
O2 -2.4631 -1.8147 -1.2609  -0.9654
H14 -2.8375 -1.0480 -1.8303  0.4745
H15 -2.0445 -1.3925 -0.4923  0.4881

Output
- HOMO-LUMO gap (eV) = 10.10
- HOMO level (hartree) = -0.342
- molecular weight (g/mol) = 121.18
- structure (SMILES) = CCN[C@H](C)CO.O
- lowest unoccupied orbital energy (Eh) = 0.02947

***

Name the most stable of them. model 1.

***

Model 1:
This record from the Open Molecules 2025 dataset describes a cluster of 2 separate species, C5H15NO2 in total. The level of theory is ωB97M-V/def2-TZVPD.

Each line ends with the natural charge from an NBO analysis.
Positions of all 23 atoms, in Å:
C1 0.7266 1.9203 -1.5457  -0.4185
N1 0.4032 0.6574 -0.8700  -0.6692
C2 0.7892 0.5957 0.5652  -0.2104
C3 -0.4144 0.7007 1.5173  -0.4284
C4 -1.5298 -0.3549 1.2467  -0.4348
C5 -1.1014 -1.7451 0.7759  -0.0737
O1 -0.2074 -2.4071 1.6996  -0.7214
H1 1.2078 1.6993 -2.4996  0.2102
H2 -0.1155 2.6072 -1.6453  0.1848
H3 1.4725 2.4590 -0.9628  0.1908
H4 -0.5727 0.4058 -0.9002  0.3612
H5 1.5319 1.3712 0.7390  0.1985
H6 1.3090 -0.3391 0.7384  0.1672
H7 -0.8095 1.6540 1.2829  0.2107
H8 -0.1034 0.5151 2.5354  0.2127
H9 -2.1042 -0.5157 2.1597  0.2199
H10 -2.2143 0.0571 0.4974  0.1996
H11 -0.5681 -1.7212 -0.1737  0.1661
H12 -1.9961 -2.3533 0.7893  0.1904
H13 0.4951 -1.7847 1.9114  0.4563
O2 1.6244 -1.2204 -2.7752  -0.9598
H14 0.7589 -1.3376 -3.1882  0.4600
H15 1.4183 -0.8637 -1.8976  0.4879

Output
- HOMO-LUMO gap (eV) = 10.00
- HOMO level (hartree) = -0.341
- molecular weight (g/mol) = 121.18
- structure (SMILES) = CNCCCCO.O
- lowest unoccupied orbital energy (Eh) = 0.02709

***

Model 2:
This record from the Open Molecules 2025 dataset describes a cluster of 3 separate species, C5H15NO2 in total. The level of theory is ωB97M-V/def2-TZVPD.

Each line ends with the natural charge from an NBO analysis.
Positions of all 23 atoms, in Å:
C1 2.1965 0.0697 -1.4532  -0.6326
C2 1.2376 -0.1693 -0.2805  -0.0982
C3 1.9015 -0.9909 0.8195  -0.6081
N1 0.7375 1.0562 0.3394  -0.3243
O1 -0.0513 1.8366 -0.5472  -0.5876
H1 3.0621 0.6527 -1.1336  0.1980
H2 1.7085 0.5968 -2.2737  0.2001
H3 2.5381 -0.8830 -1.8501  0.2212
H4 0.3588 -0.7110 -0.6393  0.2302
H5 1.2142 -1.1266 1.6511  0.2199
H6 2.1797 -1.9691 0.4336  0.2152
H7 2.7978 -0.4921 1.1901  0.1973
H8 1.5193 1.6391 0.6417  0.3249
H9 0.4530 2.0194 -1.3570  0.4468
C4 -2.4054 -0.6179 1.4050  -0.2935
C5 -2.6326 0.6755 1.1018  -0.5037
H10 -1.4015 -1.0090 1.4334  0.1973
H11 -3.2182 -1.3026 1.6177  0.1906
H12 -1.8344 1.3948 1.1643  0.2280
H13 -3.6261 1.0968 1.1808  0.1965
O2 -1.9415 -0.8104 -1.1670  -1.0025
H14 -2.7431 -1.0717 -1.6328  0.4731
H15 -2.0505 0.1159 -0.6440  0.5113

Output
- HOMO-LUMO gap (eV) = 10.20
- HOMO level (hartree) = -0.341
- molecular weight (g/mol) = 121.18
- structure (SMILES) = CC(C)NO.C=C.O
- lowest unoccupied orbital energy (Eh) = 0.03335

***

Model 3:
This record from the Open Molecules 2025 dataset describes a cluster of 2 separate species, C5H15NO2 in total. The level of theory is ωB97M-V/def2-TZVPD.

Each line ends with the natural charge from an NBO analysis.
Positions of all 23 atoms, in Å:
C1 1.9686 0.9035 -0.9332  -0.3927
N1 0.5990 0.8211 -0.4512  -0.6413
C2 -0.0709 -0.4004 -1.0529  -0.2187
C3 -0.6819 -1.2247 0.0544  -0.4273
C4 0.1448 -1.9287 1.1757  0.0746
C5 -0.4180 -3.1000 1.8604  -0.6230
O1 0.1971 -0.9395 2.2376  -0.7572
H1 2.1187 0.5265 -1.9639  0.1889
H2 2.7406 0.1378 -0.4525  0.1419
H3 2.3164 1.7990 -0.7619  0.1837
H4 0.7583 0.7247 0.5957  0.3761
H5 0.6734 -0.9655 -1.6814  0.1733
H6 -0.7971 -0.0381 -1.7575  0.2021
H7 -1.3717 -0.4452 0.5287  0.2056
H8 -1.3892 -2.0268 -0.4351  0.2103
H9 1.2113 -2.1866 0.8720  0.1951
H10 0.1710 -3.6220 2.6510  0.2302
H11 -1.3836 -2.6814 2.3814  0.1913
H12 -0.7461 -3.9561 1.3594  0.2146
H13 -0.7542 -0.5416 2.5547  0.4729
O2 -1.5605 4.9745 -2.6401  -0.9239
H14 -1.8408 4.9992 -1.6943  0.4615
H15 -0.6483 4.7503 -2.4435  0.4622

Output
- HOMO-LUMO gap (eV) = 9.71
- HOMO level (hartree) = -0.325
- molecular weight (g/mol) = 121.18
- structure (SMILES) = CNCC[C@H](C)O.O
- lowest unoccupied orbital energy (Eh) = 0.03177

***

Name the most stable of them. model 1.